# 1
Below is a molecular structure, C16H30O5PbSi2Te, with properties calculated with ωB97M-V/def2-TZVPD.

As for the gap between HOMO and LUMO (spin up / spin down): 6.8 / 5.9 eV. For the energy above the lowest of the compared OMol25 structures with the same formula, charge and spin, the calculation gives 5.5 kJ/mol. The highest occupied orbital energy (spin up / spin down) comes out at -15.5300 / -15.3506 eV. The calculation puts the max |F| at 0.52 eV Å⁻¹. For the LUMO energy (spin up / spin down), the calculation gives -0.322 / -0.347 hartree. The total energy is -55597.33285 eV.

```
! wB97M-V def2-TZVPD RIJCOSX def2/J DEFGRID3
* xyz 2 1
Pb 0.11621 0.63199 -2.36482
Te -0.08607 -0.04211 1.84715
Si 0.79955 3.18282 2.10490
Si 0.29137 -2.06949 4.52674
O -0.88634 -1.22730 -3.57416
O 1.62730 0.21413 -4.08338
O -1.07874 1.66268 -3.73153
O -0.87520 2.32391 -5.85618
O 1.75463 0.56130 -6.31621
C 2.10308 -1.63180 4.54541
C -0.44817 -2.28429 6.21335
C 1.41445 1.35111 2.25153
C -2.01577 -0.84508 -4.44865
C -1.06851 1.45812 -5.05876
C 1.29073 0.10169 -5.27156
C 2.23948 4.23438 2.61212
C -0.08307 -3.47547 3.36158
C -0.69173 3.36411 3.20507
C -2.44901 -2.19183 -5.00810
C -0.63014 -0.51319 3.79914
C -0.11090 -1.90269 -4.60671
C 0.02552 -0.80221 -5.67074
C -1.29899 0.00493 -5.50664
C -1.10270 -2.94109 -5.13568
C 0.34428 3.39625 0.29817
H -1.07222 4.38666 3.16233
H -0.45095 3.15613 4.24992
H 0.35561 -3.32138 2.37151
H 2.28997 -0.70345 5.08997
H -0.31466 -1.39307 6.82886
H 2.22680 1.17552 1.54365
H -2.75619 -0.30385 -3.86902
H -0.56803 2.84855 0.03830
H -1.51721 2.71001 2.90878
H -3.11650 -2.69744 -4.31456
H 2.67958 -2.41399 5.04325
H 1.16671 3.08609 -0.35348
H -1.83309 0.05903 -6.45291
H -0.41448 0.37235 4.40023
H 0.33106 -4.41009 3.74509
H -1.51547 -2.50424 6.15447
H -1.07175 -3.82466 -4.50164
H 2.56382 4.00634 3.62874
H 1.96508 5.29110 2.58409
H -1.15856 -3.62455 3.24445
H 3.09183 4.09862 1.94396
H 0.81489 -2.28989 -4.19400
H -1.70604 -0.69765 3.79138
H 0.14693 4.44634 0.07287
H -0.86480 -3.24839 -6.15194
H 0.19903 -1.18022 -6.67228
H 0.03040 -3.11652 6.73403
H 2.51548 -1.53103 3.53734
H 1.77306 1.13774 3.26020
H -2.97153 -2.07494 -5.95563
*
```

# 2
Below is 2 unconnected molecules or ions with the total composition ClHIOPS in a non-equilibrium geometry, with properties calculated with ωB97M-V/def2-TZVPD.

As for the gap between HOMO and LUMO: 7.5 eV. For the energy above the lowest of the compared OMol25 structures with the same formula, charge and spin, the calculation gives 233.7 kJ/mol. As for the structure (SMILES): O=P(=S)I.Cl. The highest occupied orbital energy comes out at -9.3420 eV. The calculation puts the max |F| at 5.81 eV Å⁻¹. For the LUMO energy, the calculation gives -0.066 hartree. The total energy is -42810.69216 eV.

```
! wB97M-V def2-TZVPD RIJCOSX def2/J DEFGRID3
* xyz 0 1
I 1.12833 -1.61816 1.08256
Cl 0.34598 1.64010 1.20325
S -0.84768 0.79234 -1.26956
P -0.00611 -0.94865 -1.01953
O -0.25809 -2.02998 -1.94404
H -0.36244 2.16433 1.94732
*
```

# 3
Below is 8 unconnected molecules or ions with the total composition C56H60BrF21INO18 in a non-equilibrium geometry, with properties calculated with ωB97M-V/def2-TZVPD.

As for the gap between HOMO and LUMO: 8.1 eV. For the energy above the lowest of the compared OMol25 structures with the same formula, charge and spin, the calculation gives 0.0 kJ/mol. As for the structure (SMILES): CCCOCc1cc(CC(=O)I)c2c(c1CCCBr)C(=O)c1ccc(-c3ccncc3)cc1C2=O.CCOC(=O)C(F)(F)F.CCOC(=O)C(F)(F)F.CCOC(=O)C(F)(F)F.CCOC(=O)C(F)(F)F.CCOC(=O)C(F)(F)F.CCOC(=O)C(F)(F)F.CCOC(=O)C(F)(F)F. The highest occupied orbital energy comes out at -9.0073 eV. The calculation puts the max |F| at 3.25 eV Å⁻¹. For the LUMO energy, the calculation gives -0.032 hartree. The total energy is -232599.63676 eV.

```
! wB97M-V def2-TZVPD RIJCOSX def2/J DEFGRID3
* xyz 0 1
I -3.68604 -3.30876 4.69107
Br 2.20374 0.53050 -3.47365
F -0.90832 2.76202 -7.22609
F 10.51246 -0.12545 3.10298
F 2.68844 -12.58835 -1.32668
F -0.84598 2.18834 -5.14658
F -9.04757 1.45646 3.69170
F 9.85824 -6.67610 -3.58613
F -5.70877 6.58083 -1.29149
F -5.65077 5.60706 -3.21862
F 3.28331 -13.36022 -3.25114
F 0.98388 2.59111 -6.21479
F 2.37235 0.05839 7.85176
F 4.76332 -13.01718 -1.71517
F 4.18648 -1.03559 7.42989
F 2.43858 -1.31573 6.19405
F -4.82753 7.58197 -2.97812
F 9.87120 -1.79283 1.89053
F 7.96676 -6.89613 -2.58073
F 8.06476 -5.87666 -4.47911
F -9.39859 -0.26596 4.93562
F 9.39774 0.22055 1.29227
F -10.75273 0.18877 3.31647
O -7.91449 -0.25885 1.84401
O 0.53177 5.10752 -5.17795
O -8.82519 -1.97542 2.97172
O 8.28341 -4.31332 -1.66255
O -8.16258 6.46868 -2.87360
O 9.92377 -4.03350 -3.17312
O 7.29529 0.13388 3.07943
O -1.61455 4.92820 -5.82178
O -7.40543 8.56103 -3.19210
O -3.34517 2.20501 3.95186
O 4.99342 -10.99892 -3.45328
O 4.03669 1.78108 6.66210
O -2.94990 -1.51350 2.53186
O -0.45688 4.25951 0.64119
O 3.67719 0.67307 4.74297
O 2.03529 -1.94027 1.35417
O 8.21475 -1.70447 3.98849
O 3.05122 -10.19872 -2.65411
N -9.92570 2.16470 -0.58772
C 3.15172 -0.39203 6.85454
C 11.10806 -2.85608 -1.40834
C 3.64187 -12.51695 -2.26426
C -9.45342 0.17865 3.66807
C -8.99172 1.99707 -1.55496
C 4.55664 2.89668 5.91691
C -9.44880 2.62950 0.60279
C 0.80753 1.73439 -1.24041
C 1.57452 2.03279 0.12138
C -7.55153 2.19664 -1.52042
C 5.28182 -9.71734 -4.03843
C 2.44211 -0.59807 1.70540
C -7.21164 7.40646 -2.94258
C 9.49262 -0.58915 2.35573
C 1.51667 -2.00158 0.02218
C -1.14283 3.29055 0.86571
C 0.25206 -0.41556 3.04278
C 10.21032 -2.73668 -2.62247
C -1.41950 7.25015 -6.51092
C -0.28069 3.00150 -6.06139
C 5.94763 -2.57040 4.09656
C -3.51573 2.58785 1.54606
C 1.60842 2.19394 -2.52756
C -6.71900 -3.11637 2.60942
C -1.84941 6.28935 -5.42159
C -0.59332 -2.62670 -1.34598
C -4.63172 3.54544 -0.98545
C -0.59357 2.01138 1.58373
C -2.82503 2.08004 2.86868
C 3.43025 3.77569 5.41287
C -0.37049 4.46935 -5.63969
C -3.19600 3.71808 -0.75433
C -6.98564 2.67098 -0.22441
C 0.16657 -2.84320 0.04044
C -9.78675 6.97448 -4.60809
C 8.19159 -0.65674 3.15716
C 8.92865 -4.71081 -2.58923
C -1.03708 0.19122 3.36966
C -4.94683 2.42363 1.31428
C -5.84909 6.79739 -2.61059
C 7.06352 -1.86043 4.83492
C -9.50733 6.91282 -3.12047
C 0.70121 1.40090 1.25412
C -8.13846 -2.91408 2.12590
C 1.09428 0.18593 1.99514
C -1.43770 1.38156 2.62774
C 3.63323 0.73360 5.93795
C 8.70535 -6.04376 -3.30552
C -2.66219 3.21444 0.50940
C 5.88719 -8.78201 -3.01218
C -1.88635 -0.52453 4.46855
C -5.49506 2.89543 0.01430
C -2.77500 -1.60892 3.70854
C -8.62034 -0.68110 2.71430
C 3.83631 -11.09271 -2.78789
C -8.02838 2.87140 0.79398
H -1.25364 -1.01376 5.25269
H -10.17613 2.78448 1.43521
H 2.25442 -2.47435 -0.69382
H 0.61248 -1.33053 3.57372
H 0.04049 -2.10880 -2.11457
H 10.72085 -2.17287 -3.40380
H 3.03681 -0.14638 0.87421
H -2.49663 4.20179 -1.47090
H 5.59471 -1.97602 3.25176
H -8.16614 -2.59700 1.08170
H -1.35261 6.50730 -4.47434
H 2.79793 3.23709 4.70444
H -9.57225 6.01246 -5.07829
H -6.14091 -2.19355 2.53167
H -1.90920 7.00267 -7.45507
H 5.10437 -2.75971 4.76266
H 5.19606 2.55485 5.10070
H -0.85425 -3.63107 -1.78757
H 3.02740 -0.71181 2.66117
H 0.88040 2.66239 -3.24280
H -0.20501 2.23579 -1.27593
H 1.72420 3.13422 0.23795
H 0.60598 0.63984 -1.34942
H -0.34352 7.19195 -6.68402
H 0.42846 -3.91880 0.20389
H -2.92259 6.38242 -5.25102
H 5.17902 -8.56889 -2.20919
H -1.67172 8.27630 -6.24026
H 7.38228 -2.46226 5.68656
H -5.08787 3.91384 -1.95511
H 6.73610 -0.89564 5.22740
H 6.76615 -9.23605 -2.55070
H -9.39205 1.63637 -2.54208
H 11.39002 -1.86905 -1.03927
H 5.18661 3.46262 6.60381
H -10.83005 7.23342 -4.79309
H -1.54731 -2.05439 -1.23548
H 1.24794 -1.00754 -0.42192
H 2.58605 1.56748 0.02050
H -9.69467 7.87270 -2.63604
H -5.57723 1.95751 2.10252
H 6.29938 -3.52189 3.69254
H 5.99832 -9.89623 -4.84086
H -7.69749 3.22138 1.80595
H 9.28844 -2.20087 -2.38933
H -0.51371 -2.46868 0.85842
H -8.69047 -3.85231 2.19073
H -6.71361 -3.40877 3.66091
H -2.61765 0.14967 4.98399
H 3.82693 4.66294 4.91770
H 10.60942 -3.39737 -0.60249
H 6.17756 -7.84204 -3.47483
H 4.38786 -9.28857 -4.49497
H -6.88201 2.01329 -2.39700
H 2.46807 2.86788 -2.30204
H 2.78919 4.08877 6.23962
H -10.16679 6.18171 -2.65185
H 12.01421 -3.41369 -1.65462
H -9.15354 7.71731 -5.09654
H -6.21654 -3.88849 2.02513
*
```

# 4
Below is C2H2IN3O in the gas phase in a non-equilibrium geometry, with properties calculated with ωB97M-V/def2-TZVPD.

As for the gap between HOMO and LUMO (spin up / spin down): 7.8 / 8.5 eV. For the energy above the lowest of the compared OMol25 structures with the same formula, charge and spin, the calculation gives 263.3 kJ/mol. The highest occupied orbital energy (spin up / spin down) comes out at -9.5316 / -9.5884 eV. The calculation puts the max |F| at 3.22 eV Å⁻¹. For the LUMO energy (spin up / spin down), the calculation gives -0.062 / -0.039 hartree. The total energy is -16720.02390 eV.

```
! wB97M-V def2-TZVPD RIJCOSX def2/J DEFGRID3
* xyz 0 1
I 2.90514 -0.45459 0.14594
O -1.97630 -0.74354 -0.53232
N 0.35846 1.74174 0.03894
N 1.10794 -0.24204 1.22129
N 0.05718 -0.87832 0.56973
C -0.95526 -0.21326 -0.20150
C -0.50138 1.12254 -0.58235
H 0.03440 -1.91314 0.69485
H -1.03017 1.58061 -1.35457
*
```

> Which of these has the highest energy above the lowest of the compared OMol25 structures with the same formula, charge and spin?

C2H2IN3O

> Which of these has the highest max |F|?

ClHIOPS

> Look up the max |F| of the first one.

0.52 eV Å⁻¹